Entry 1:
Entry from the Open Molecules 2025 dataset: C2H2N2O in the gas phase at a distorted geometry (the ωB97M-V functional and the def2-TZVPD basis).

Summary:
**F_max**: 0.077 Eh/bohr
**ΔE to the lowest compared entry with this formula, charge and spin**: 440.8 kJ/mol
**Gap between HOMO and LUMO (alpha / beta)**: 8.6 / 8.6 eV
**Highest occupied orbital energy (alpha / beta)**: -9.4 / -9.4 eV
**DFT total energy**: -261.9960 Eh

Geometry as ORCA input:
```
! RIJCOSX wB97M-V def2-TZVPD def2/J DEFGRID3
* xyz 0 1
O 0.7178 2.0567 0.1932
C -0.2792 1.3778 0.0823
C -0.1860 -0.0155 0.3481
N 0.5839 -0.9053 0.1123
N 0.7822 -2.0910 -0.1954
H -1.2836 1.7749 -0.1035
H -0.3350 -2.1976 -0.4370
*
```

---

Entry 2:
Entry from the Open Molecules 2025 dataset: C20H40BF4I2N3O11P2 in the gas phase at a distorted geometry (the ωB97M-V functional and the def2-TZVPD basis).

Summary:
**F_max**: 0.183 Eh/bohr
**Gap between HOMO and LUMO**: 6.9 eV
**Highest occupied orbital energy**: -7.6 eV
**DFT total energy**: -3480.0240 Eh

Geometry as ORCA input:
```
! RIJCOSX wB97M-V def2-TZVPD def2/J DEFGRID3
* xyz 0 1
C 0.6823 7.1228 -2.2059
C 1.6303 6.3684 -1.1007
O 2.1120 5.0280 -1.5256
P 1.2057 3.7891 -0.6376
O 1.9169 3.6558 0.7645
C 1.2607 2.2042 -1.7217
C 2.5091 1.2009 -1.4122
C 2.2975 -0.3719 -1.7636
C 1.2962 -0.3739 -3.1149
O 1.6405 -1.2261 -0.8146
C 1.8251 -0.9887 0.6023
B 3.3714 -1.1882 1.0925
N 3.9725 -0.2457 2.1669
O 4.3580 -2.1751 0.5685
C 0.6449 -1.9049 1.3791
C 0.2159 -1.2701 2.8555
C 1.4017 -1.0914 3.9564
O 2.0038 -2.0118 4.7025
F 1.8709 0.3190 4.2483
C 1.2022 -3.3991 1.7398
I 1.9385 -4.5843 0.0124
C 0.2409 -4.4358 2.5702
C 0.8609 -4.8851 4.0588
I 0.2071 -6.4145 1.5173
N -0.4837 -1.7962 0.4043
C -1.4562 -2.9025 0.3072
O -2.4967 -2.8320 -0.7260
C -3.8144 -3.2563 -0.2060
O -4.8771 -3.3085 -1.2219
C -5.3371 -1.9702 -1.6239
C -4.5627 -1.3965 -2.9907
O -4.5965 0.0724 -3.0985
P -1.3645 -0.3160 0.2136
N -2.7318 -0.4473 1.1399
O -0.6814 1.1959 0.7050
O -1.9957 0.0171 -1.4164
C 3.7072 -0.9943 -2.4268
F 3.5702 -2.4928 -2.2875
F 4.9347 -0.4527 -1.8035
F 3.8239 -0.7492 -3.8843
O -0.4457 4.3219 -0.5991
C -0.9838 4.4382 0.7616
C -2.6171 4.1010 0.6303
H -0.4572 6.8314 -2.1604
H 0.7265 8.2878 -1.9506
H 1.0774 6.9963 -3.3199
H 1.1154 6.3427 -0.0246
H 2.6038 7.0291 -0.9584
H 1.4065 2.5902 -2.8421
H 0.1941 1.7331 -1.6823
H 2.8627 1.4293 -0.3001
H 3.4145 1.5829 -2.0916
H 1.6013 0.4883 -3.8819
H 1.3730 -1.4514 -3.5846
H 0.1956 -0.1359 -2.8049
H 1.5878 0.1226 0.9706
H 4.0275 -0.7253 3.0914
H 3.3759 0.6206 2.2010
H 5.1618 -2.2170 1.1766
H -0.6157 -1.9525 3.3783
H -0.2926 -0.2174 2.8051
H 2.1394 -3.3692 2.4839
H -0.8358 -4.0440 2.8038
H 0.5705 -6.0145 4.2818
H 2.0407 -4.8518 4.0803
H 0.4644 -4.1939 4.9296
H -1.0102 -3.9962 0.1490
H -2.0410 -2.9762 1.3462
H -3.6653 -4.3783 0.1720
H -4.1615 -2.6497 0.7367
H -5.3434 -1.1685 -0.7699
H -6.4750 -2.0909 -1.9614
H -5.1984 -1.8190 -3.9036
H -3.4787 -1.8470 -3.0935
H -3.7351 0.4224 -3.5189
H -3.5836 -0.4023 0.5125
H -1.0397 1.4626 1.6085
H -1.7515 -0.7232 -2.0420
H -0.9092 5.5555 1.1004
H -0.5724 3.6651 1.5360
H -2.9593 4.1084 -0.5130
H -3.2847 4.8216 1.2660
H -2.7861 2.9726 0.9814
*
```

---

Entry 3:
Entry from the Open Molecules 2025 dataset: 2 unconnected molecules or ions with the total composition C2H4BrNO at a distorted geometry (the ωB97M-V functional and the def2-TZVPD basis).

Summary:
**F_max**: 0.087 Eh/bohr
**ΔE to the lowest compared entry with this formula, charge and spin**: 466.8 kJ/mol
**Gap between HOMO and LUMO (alpha / beta)**: 8.1 / 7.1 eV
**Highest occupied orbital energy (alpha / beta)**: -7.8 / -7.4 eV
**DFT total energy**: -2782.4582 Eh

Geometry as ORCA input:
```
! RIJCOSX wB97M-V def2-TZVPD def2/J DEFGRID3
* xyz 0 1
C -1.1632 0.3097 0.1058
C 0.9134 -1.0908 0.0101
N -0.7504 1.4259 -0.0662
O 1.9244 -0.3965 -0.5360
Br -2.9584 -0.3757 0.0502
H 0.3439 -1.7521 -0.7302
H 0.7315 -0.8163 1.0245
H -1.3141 2.3509 0.0976
H 2.2727 0.3450 0.0442
*
```

---

Entry 4:
Entry from the Open Molecules 2025 dataset: 4 unconnected molecules or ions with the total composition C20H28NO6 at a distorted geometry (the ωB97M-V functional and the def2-TZVPD basis).

Summary:
**F_max**: 0.021 Eh/bohr
**ΔE to the lowest compared entry with this formula, charge and spin**: 0.0 kJ/mol
**Gap between HOMO and LUMO**: 2.8 eV
**Highest occupied orbital energy**: -1.1 eV
**DFT total energy**: -1285.0824 Eh

Geometry as ORCA input:
```
! RIJCOSX wB97M-V def2-TZVPD def2/J DEFGRID3
* xyz -1 1
C 5.1282 1.4413 -0.6900
C 4.4568 1.0475 0.6142
C 3.1451 0.6069 0.6209
C 2.5498 0.2919 1.8475
C 3.2432 0.3854 3.0440
C 4.5657 0.8312 3.0363
C 5.3227 0.9591 4.3493
N 5.2307 -0.1917 5.2190
C 5.1645 1.1556 1.8145
H 4.3472 1.8411 -1.3362
H 5.5814 0.6029 -1.2149
H 5.8560 2.2128 -0.4661
H 2.5667 0.4929 -0.2842
H 1.5175 -0.0300 1.8286
H 2.7894 0.1123 3.9840
H 6.3758 1.2315 4.1122
H 4.8911 1.8076 4.8955
H 5.4486 -1.0111 4.6472
H 6.1916 1.4923 1.8101
O 0.2488 -1.1087 -0.1341
C -0.8029 -1.3955 0.3547
O -1.8000 -0.4959 0.5318
C -2.8967 -1.0988 1.2458
C -2.7472 -2.5952 1.0155
C -1.2302 -2.7445 0.9015
H -2.8057 -0.8312 2.3018
H -3.8271 -0.7066 0.8612
H -3.1983 -3.1946 1.8034
H -3.2211 -2.8702 0.0723
H -0.7549 -2.8841 1.8735
H -0.9266 -3.5406 0.2278
O 4.3151 1.4839 -6.2900
C 3.5605 0.8852 -5.5810
O 3.8923 -0.2828 -4.9814
C 2.7538 -0.8256 -4.2841
C 1.8496 0.3649 -4.0225
C 2.1289 1.2574 -5.2272
H 2.3022 -1.5850 -4.9272
H 3.0797 -1.2948 -3.3590
H 0.8037 0.0883 -3.9062
H 2.1775 0.8613 -3.1087
H 1.4875 1.0157 -6.0763
H 2.0568 2.3175 -5.0028
O -6.0701 -1.8260 0.6049
C -6.6721 -0.7939 0.6660
O -6.0622 0.4000 0.8474
C -7.0369 1.4475 0.9846
C -8.2967 0.9062 0.3210
C -8.1742 -0.5927 0.5916
H -7.1794 1.6461 2.0487
H -6.6536 2.3457 0.5077
H -9.2091 1.3576 0.7052
H -8.2560 1.0899 -0.7534
H -8.6062 -0.8749 1.5527
H -8.6013 -1.2052 -0.1968
*
```

---

Entry 5:
Entry from the Open Molecules 2025 dataset: 10 unconnected molecules or ions with the total composition C32H54N6O4S4 at a distorted geometry (the ωB97M-V functional and the def2-TZVPD basis).

Summary:
**F_max**: 0.079 Eh/bohr
**⟨S²⟩**: 0.75
**Gap between HOMO and LUMO (alpha / beta)**: 0.9 / 7.4 eV
**Highest occupied orbital energy (alpha / beta)**: 0.3 / -5.7 eV
**DFT total energy**: -3473.6792 Eh

Geometry as ORCA input:
```
! RIJCOSX wB97M-V def2-TZVPD def2/J DEFGRID3
* xyz -1 2
C -5.3425 3.2438 2.1875
S -3.8155 2.2277 1.9226
O -4.3684 0.8163 1.9701
C -3.6116 2.6789 0.1415
H -6.0313 3.0593 3.0119
H -5.9309 3.3624 1.2776
H -4.8062 4.1827 2.3248
H -3.2706 3.7085 0.0326
H -4.5568 2.5900 -0.3941
H -3.0160 1.9895 -0.4569
C 2.1053 1.2678 -4.7261
S 0.8434 2.5489 -4.2502
O 1.4585 3.9381 -4.4556
C -0.5776 2.2333 -5.4076
H 1.5345 0.3394 -4.7105
H 2.9099 1.3003 -3.9915
H 2.4642 1.4194 -5.7442
H -0.2210 2.3239 -6.4336
H -1.3935 2.9290 -5.2114
H -0.9747 1.2258 -5.2842
C -2.1685 -4.0185 1.5647
S -2.5262 -5.5520 2.5533
O -1.1987 -6.3290 2.4102
C -3.7612 -6.3354 1.4281
H -2.0782 -4.3351 0.5256
H -1.3281 -3.4667 1.9857
H -3.0131 -3.3302 1.5955
H -3.7813 -7.4249 1.4506
H -3.4538 -6.1431 0.4002
H -4.7246 -5.8836 1.6644
C 1.5843 -4.4837 -3.4884
S 2.6363 -3.0231 -4.1034
O 2.4467 -1.8152 -3.1421
C 4.2317 -3.6976 -3.6001
H 0.5989 -4.3518 -3.9353
H 1.6200 -4.2843 -2.4174
H 2.0680 -5.4226 -3.7577
H 4.4474 -4.5919 -4.1848
H 4.3920 -4.0911 -2.5963
H 5.0085 -2.9928 -3.8966
N -2.4657 -0.3343 3.7400
C -2.6282 -1.4202 4.4962
C -1.5138 -1.5927 5.2819
C -0.6953 -0.4644 5.0560
C -1.2254 0.1917 4.0069
H -3.0139 -0.0092 2.9564
H -3.5355 -2.0025 4.4319
H -1.3084 -2.4931 5.8419
H 0.2395 -0.1746 5.5127
H -0.9025 1.1167 3.5525
N 5.1091 -1.1244 -1.7538
C 5.0282 -1.5060 -0.4583
C 6.2151 -1.1472 0.1300
C 6.9843 -0.4416 -0.8123
C 6.1880 -0.3151 -1.9161
H 4.3351 -1.2018 -2.3980
H 4.2070 -2.1513 -0.1835
H 6.4672 -1.3952 1.1505
H 7.9960 -0.0884 -0.6777
H 6.2593 0.2975 -2.8027
N 0.5903 4.0175 2.3221
C 1.3743 4.1850 1.2222
C 0.5786 4.6322 0.1904
C -0.7602 4.7255 0.6923
C -0.7436 4.3204 1.9322
H 0.9392 3.6446 3.1934
H 2.4532 4.1361 1.2269
H 0.7828 4.9440 -0.8232
H -1.5555 5.0944 0.0616
H -1.6091 4.2373 2.5728
N 3.5732 2.8259 4.3530
C 2.3916 3.2545 4.9965
C 1.4625 2.3396 4.6070
C 2.0056 1.5078 3.5832
C 3.3482 1.8700 3.3984
H 4.4980 3.1824 4.5473
H 2.4553 4.0085 5.7670
H 0.4454 2.2770 4.9648
H 1.5389 0.7155 3.0168
H 4.1365 1.3816 2.8448
N -3.8815 0.1640 -4.0130
C -3.0703 0.2524 -2.9058
C -3.1649 -0.7496 -1.9993
C -4.2762 -1.5134 -2.4920
C -4.7098 -0.9296 -3.6982
H -3.8501 0.7718 -4.8191
H -2.2857 0.9894 -2.9934
H -2.5242 -0.8656 -1.1376
H -4.8051 -2.4058 -2.1915
H -5.3673 -1.2450 -4.4949
N 1.0878 -0.3151 -1.0892
C 0.5764 -1.2793 -0.2329
C -0.2279 -0.6868 0.7651
C -0.1190 0.6742 0.5558
C 0.5538 0.9074 -0.6272
H 1.6702 -0.5311 -1.8856
H 0.9607 -2.2798 -0.3660
H -0.7708 -1.1920 1.5502
H -0.5440 1.5107 1.0905
H 0.7028 1.8676 -1.0986
*
```

---

Entry 6:
Entry from the Open Molecules 2025 dataset: 7 unconnected molecules or ions with the total composition C27H50O11 at a distorted geometry (the ωB97M-V functional and the def2-TZVPD basis).

Summary:
**F_max**: 0.081 Eh/bohr
**⟨S²⟩**: 0.75
**Gap between HOMO and LUMO (alpha / beta)**: 8.4 / 2.2 eV
**Highest occupied orbital energy (alpha / beta)**: -11.1 / -11.1 eV
**DFT total energy**: -1885.9742 Eh

Geometry as ORCA input:
```
! RIJCOSX wB97M-V def2-TZVPD def2/J DEFGRID3
* xyz 1 2
C 0.7812 7.3323 -2.5189
O 1.5158 6.3902 -3.2528
C 2.0185 5.3389 -2.5931
O 2.1267 5.2963 -1.3926
O 2.2426 4.3909 -3.4603
C 2.7847 3.1519 -3.0045
H 0.1544 6.7762 -1.8218
H 0.1919 7.9797 -3.1683
H 1.3428 7.9928 -1.8583
H 1.9635 2.5052 -2.6954
H 3.5329 3.2282 -2.2156
H 3.2553 2.6243 -3.8341
C 1.5878 -0.9613 3.5661
C 0.2006 -0.2532 3.7848
C 0.0363 -0.2584 5.3192
O 1.2225 -0.7949 5.8608
C 1.8296 -1.7047 4.9269
H 2.3807 -0.2136 3.5877
H 1.7405 -1.5930 2.6911
H -0.5358 -0.8676 3.2667
H 0.1330 0.7614 3.3922
H -0.9162 -0.7496 5.5183
H 0.0051 0.7766 5.6596
H 1.3933 -2.7025 4.8809
H 2.8782 -1.9399 5.1097
C 0.2276 0.6695 -6.7345
C -0.9976 -0.0313 -6.1276
C -1.6501 0.9177 -5.1524
O -0.5679 1.8340 -4.8530
C 0.4015 1.9543 -5.8962
H -0.0506 0.9393 -7.7532
H 1.1421 0.0764 -6.7440
H -0.7259 -0.9684 -5.6415
H -1.6701 -0.3473 -6.9251
H -2.0097 0.4137 -4.2553
H -2.4500 1.3876 -5.7246
H 1.4091 2.0341 -5.4882
H 0.2769 2.8164 -6.5515
C 4.9406 1.3597 0.4569
C 4.3080 2.1780 1.5849
C 2.8064 2.3591 1.1291
O 2.7494 1.7470 -0.1780
C 3.7028 0.7581 -0.1990
H 5.7233 0.6300 0.6642
H 5.3907 2.0574 -0.2492
H 4.6299 3.2146 1.6838
H 4.4436 1.7777 2.5896
H 2.6176 3.4316 1.0830
H 2.0185 1.9539 1.7640
H 3.9225 0.3687 -1.1930
H 3.3194 -0.1607 0.2448
C -4.2712 -0.2474 1.0801
C -4.3505 -1.2873 -0.0687
C -5.7843 -1.1749 -0.5116
O -6.5084 -0.8870 0.6758
C -5.6133 -0.5891 1.7954
H -4.2627 0.7419 0.6228
H -3.4138 -0.4239 1.7296
H -3.9722 -2.2223 0.3447
H -3.6770 -0.9366 -0.8507
H -6.2047 -2.1124 -0.8756
H -6.0719 -0.4072 -1.2299
H -5.5708 -1.4588 2.4511
H -5.9858 0.2437 2.3920
O -0.7875 -1.7843 -3.0761
C -0.6393 -1.3985 -1.9094
O -0.6933 -2.1860 -0.8541
C -0.5856 -1.5146 0.3901
C -0.1715 -0.0575 -0.0418
C -0.3630 0.0105 -1.5491
H 0.2079 -1.9486 0.9985
H -1.5237 -1.5193 0.9451
H 0.8639 0.2118 0.1668
H -0.7794 0.6176 0.5606
H 0.5312 0.2624 -2.1191
H -1.0943 0.7789 -1.8001
O -1.6689 -3.1200 3.1818
C -1.3157 -4.2751 3.3911
O -2.0009 -5.2130 4.0215
C -1.2573 -6.4220 4.3609
C 0.1107 -6.2423 3.6382
C 0.0055 -4.8862 2.9973
H -1.8874 -7.2747 4.1082
H -1.1795 -6.5089 5.4446
H 0.2113 -7.0461 2.9089
H 1.0025 -6.3099 4.2612
H 0.0628 -5.0387 1.9195
H 0.8644 -4.2521 3.2172
*
```

---

Entry 7:
Entry from the Open Molecules 2025 dataset: 2 unconnected molecules or ions with the total composition C5H8O2 at a distorted geometry (the ωB97M-V functional and the def2-TZVPD basis).

Summary:
**F_max**: 0.043 Eh/bohr
**ΔE to the lowest compared entry with this formula, charge and spin**: 599.9 kJ/mol
**Gap between HOMO and LUMO**: 9.5 eV
**Highest occupied orbital energy**: -8.8 eV
**DFT total energy**: -345.5765 Eh

Geometry as ORCA input:
```
! RIJCOSX wB97M-V def2-TZVPD def2/J DEFGRID3
* xyz 0 1
C 2.1561 -0.6839 0.6339
C -0.2153 0.7457 0.6970
C -0.3458 1.3958 -0.5481
O -0.9829 0.6363 -1.6287
C -1.7335 0.7095 -0.4416
C -1.2202 -0.3927 0.4661
O -0.9090 -1.5772 -0.1925
H 3.2049 -0.4181 0.4844
H 1.8038 -0.7261 -0.4044
H 2.2354 -1.7661 0.8718
H 1.6890 0.1862 1.2266
H -0.1056 2.4198 -0.8148
H -2.6693 1.2638 -0.4418
H -1.7988 -0.6423 1.3544
H -0.6125 -1.3003 -1.0767
*
```

---

Entry 8:
Entry from the Open Molecules 2025 dataset: a molecular structure, C27H32Cl2I2NO2RuSb2 at a distorted geometry (the ωB97M-V functional and the def2-TZVPD basis).

Summary:
**F_max**: 0.021 Eh/bohr
**⟨S²⟩**: 8.80
**ΔE to the lowest compared entry with this formula, charge and spin**: 0.0 kJ/mol
**Gap between HOMO and LUMO (alpha / beta)**: 7.0 / 4.5 eV
**Highest occupied orbital energy (alpha / beta)**: -12.5 / -12.9 eV
**DFT total energy**: -3343.8431 Eh

Geometry as ORCA input:
```
! RIJCOSX wB97M-V def2-TZVPD def2/J DEFGRID3
* xyz 2 6
Ru 0.2144 -1.8383 1.4607
C 1.1929 0.5979 3.7253
Sb -0.2012 0.7581 2.0942
C -1.5288 2.1215 3.0637
C 0.8700 2.0940 0.7664
C 2.2620 2.3463 1.2516
C 2.4761 3.3843 2.1591
C 3.7271 3.6340 2.6944
C 4.8016 2.8396 2.3184
C 4.6072 1.8208 1.4024
C 3.3503 1.5560 0.8560
C 3.2290 0.4533 -0.1541
Sb 2.7495 -1.4708 0.6684
C 3.2927 -2.7035 -0.9682
C 4.4130 -1.7540 1.9608
H 1.5298 1.5953 4.0057
H 2.0669 0.0003 3.4689
H 0.6782 0.1400 4.5706
H -0.9390 2.7021 3.7702
H -2.3102 1.5852 3.5980
H -1.9801 2.7842 2.3280
H 0.2879 3.0159 0.7484
H 0.8251 1.6291 -0.2168
H 1.6385 4.0129 2.4429
H 3.8668 4.4490 3.3914
H 5.7881 3.0269 2.7196
H 5.4548 1.2258 1.0817
H 4.1902 0.2813 -0.6404
H 2.4852 0.6429 -0.9261
H 4.3005 -2.4425 -1.2865
H 2.5921 -2.5413 -1.7848
H 3.2696 -3.7497 -0.6689
H 5.3274 -1.5486 1.4064
H 4.4299 -2.7834 2.3139
H 4.3492 -1.0799 2.8128
I -0.3513 -3.3080 3.7747
C -0.2337 -5.1586 2.7151
I 0.1239 -4.8090 0.6577
H -1.1819 -5.6694 2.8292
H 0.5895 -5.7268 3.1296
Cl -6.3201 -1.0493 -3.6257
C -5.5849 -0.7108 -2.1066
C -6.1754 -1.1511 -0.9420
C -5.5682 -0.8711 0.2739
C -4.3959 -0.1305 0.3283
C -3.8053 0.3152 -0.8350
Cl -2.4380 1.3646 -0.7212
C -4.3699 0.0074 -2.0851
N -3.8564 0.4514 -3.2902
C -2.5640 0.6348 -3.6956
C -2.3728 1.6240 -4.6936
C -1.1167 1.9009 -5.1565
C -0.0331 1.1603 -4.6699
C -0.2254 0.1372 -3.7480
C -1.4756 -0.1597 -3.2362
C -1.6495 -1.3662 -2.3561
C -0.9034 -1.3325 -1.0223
O -1.4981 -1.8327 -0.0220
O 0.2696 -0.9092 -0.9668
H -7.1001 -1.7082 -0.9897
H -6.0264 -1.2157 1.1905
H -3.9482 0.1267 1.2779
H -4.5655 0.6754 -3.9839
H -3.2293 2.1849 -5.0466
H -0.9655 2.6764 -5.8937
H 0.9628 1.3632 -5.0407
H 0.6153 -0.4626 -3.4285
H -1.2230 -2.2223 -2.8888
H -2.6901 -1.6136 -2.1660
*
```